P | Molecular formula: C2H2O4
Method: DFT, ωB97M-V with the def2-TZVPD basis set

Positions of all 8 atoms, in Å:
O 1.21 1.06 -0.08
C 0.51 -0.01 -0.13
O 0.80 -1.28 0.17
C -0.93 -0.04 -0.07
O -1.66 -1.00 -0.11
O -1.28 1.16 0.20
H 1.71 -1.63 0.11
H -0.35 1.75 -0.09

Properties
2S+1: 1
HOMO energy: -10.81 eV

***

Q | Molecular formula: C2H2O4
Method: DFT, ωB97M-V with the def2-TZVPD basis set

Positions of all 8 atoms, in Å:
O 1.19 1.24 0.06
C 0.74 0.08 0.00
O 1.48 -1.00 -0.07
C -0.81 -0.19 -0.01
O -1.33 -1.25 0.06
O -1.48 0.97 -0.06
H 2.41 -0.66 0.06
H -0.84 1.67 0.01

Properties
2S+1: 1
HOMO energy: -11.00 eV

***

Which of them is the least stable? Correct choice: P.

***

P | Molecular formula: CHF2IO
Method: DFT, ωB97M-V with the def2-TZVPD basis set

Positions of all 6 atoms, in Å:
C 0.39 0.14 -0.16
O 0.30 -1.19 0.10
F 0.99 0.47 -1.23
F 0.99 0.93 0.74
I -2.51 1.11 -0.30
H -0.17 -1.45 0.84

Properties
2S+1: 1
HOMO energy (alpha / beta): -9.61 / -9.42 eV

***

Q | Molecular formula: CHF2IO
Method: DFT, ωB97M-V with the def2-TZVPD basis set

Positions of all 6 atoms, in Å:
C -0.03 -1.18 0.27
O 0.69 2.04 -0.52
F -0.07 -1.53 1.56
F -0.95 -1.91 -0.38
I -0.86 1.06 0.27
H 1.21 1.53 -1.19

Properties
2S+1: 1
HOMO energy (alpha / beta): -8.63 / -8.62 eV

***

R | Molecular formula: CHF2IO
Method: DFT, ωB97M-V with the def2-TZVPD basis set

Positions of all 6 atoms, in Å:
O 1.85 1.56 -1.21
C 2.38 1.30 -0.21
F 2.48 2.10 0.84
I 3.50 -0.50 0.13
F 0.44 -1.06 0.87
H -0.21 -1.78 1.15

Properties
2S+1: 1
HOMO energy: -10.16 eV

***

Which of them is the least stable? Correct choice: Q.

***

P | Molecular formula: C2H8N4
Method: DFT, ωB97M-V with the def2-TZVPD basis set

Positions of all 14 atoms, in Å:
C 2.17 0.64 -0.05
N 1.78 -0.76 -0.18
N 0.45 -1.06 0.01
C -0.47 -0.23 -0.24
N -1.80 -0.66 -0.26
N -2.74 0.39 -0.01
H 1.99 1.19 -0.96
H 1.72 1.16 0.84
H 3.28 0.68 0.05
H 2.31 -1.29 0.53
H -0.33 0.82 -0.62
H -1.90 -1.53 0.29
H -3.66 0.16 -0.42
H -2.81 0.49 1.02

Properties
2S+1: 1
HOMO energy: -7.87 eV

***

Q | Molecular formula: C2H8N4
Method: DFT, ωB97M-V with the def2-TZVPD basis set

Positions of all 14 atoms, in Å:
C -0.32 0.97 0.78
C 1.63 0.39 -0.29
N -0.15 -2.18 -0.71
N -1.59 1.38 0.57
N 0.07 -0.24 0.38
N -0.75 -0.92 -0.37
H 0.31 1.54 1.44
H -0.79 -2.61 -1.35
H -0.10 -2.77 0.12
H -2.13 0.80 -0.07
H -1.88 2.32 0.77
H 2.35 0.48 0.52
H 1.84 -0.46 -0.93
H 1.50 1.30 -0.87

Properties
2S+1: 1
HOMO energy: -6.22 eV

***

R | Molecular formula: C2H8N4
Method: DFT, ωB97M-V with the def2-TZVPD basis set

Positions of all 14 atoms, in Å:
H -1.22 1.76 1.97
N -0.50 1.74 1.25
C 0.67 1.63 1.79
N 1.61 0.80 1.25
H 1.02 2.44 2.44
H 1.35 0.27 0.44
H 2.57 1.11 1.31
H -1.57 -2.03 -2.98
N -1.04 -2.60 -2.32
C -0.45 -1.84 -1.46
N -0.76 -0.59 -1.01
H 0.57 -2.17 -1.23
H -0.73 -0.46 -0.01
H -1.51 -0.06 -1.44

Properties
2S+1: 1
HOMO energy: -8.83 eV

***

Which of them is the least stable? Correct choice: Q.